A cluster of 9 separate species, C46H119N9O14 in total at a distorted geometry, computed with ωB97M-V with the def2-TZVPD basis set.

```
188
Properties=species:S:1:pos:R:3:forces:R:3
C 4.528892 -3.974476 1.808935 -0.26 0.18 -0.27
C 4.963575 -3.645507 0.393300 -0.71 -0.13 0.06
C 4.554314 -4.799711 -0.527242 0.35 0.14 -0.13
O 5.099305 -6.052643 -0.121433 -0.38 -0.17 0.48
C 6.519549 -6.211060 -0.222576 -1.69 -1.43 0.61
N 4.434972 -2.381141 -0.133705 -0.69 0.90 0.31
H 3.449377 -4.092159 1.803133 -0.19 -0.33 0.16
H 4.725594 -3.168506 2.489604 0.30 0.58 0.36
H 5.033517 -4.856096 2.174359 -0.06 -0.41 0.12
H 6.035368 -3.609771 0.365890 0.76 0.34 -0.10
H 4.896618 -4.581933 -1.552723 -0.27 0.06 0.11
H 3.448474 -4.878496 -0.494712 0.58 -0.19 -0.17
H 7.041174 -5.785785 0.635637 0.13 0.01 -0.03
H 6.788550 -5.758398 -1.133999 1.01 0.58 -1.19
H 6.666027 -7.328873 -0.278978 0.14 1.26 0.14
H 4.903909 -1.573466 0.302766 -0.09 -0.67 -0.32
H 3.424047 -2.217821 0.101941 1.01 -0.73 -0.05
C -4.387738 0.077859 -5.858876 -0.66 -0.17 1.85
C -3.209399 0.803132 -5.188984 -0.59 1.16 -1.67
C -2.809477 1.935055 -6.176168 0.63 0.74 -0.60
O -2.376060 1.430057 -7.468364 -0.58 0.19 0.91
C -2.035373 2.495186 -8.368597 -0.74 -0.65 2.20
N -3.584180 1.429507 -3.918783 0.37 0.03 1.02
H -4.672867 -0.755473 -5.144550 -0.15 0.83 -1.04
H -4.194811 -0.300041 -6.844291 0.67 -0.43 -0.29
H -5.204545 0.799500 -6.027039 0.02 -0.32 0.56
H -2.389657 0.110681 -5.151482 0.70 -0.42 0.32
H -1.971194 2.558651 -5.829246 0.04 -0.23 0.54
H -3.630029 2.684538 -6.316528 0.12 -0.80 0.09
H -2.837696 3.224805 -8.338528 -0.11 0.40 -0.22
H -2.012678 2.009036 -9.298376 0.46 -0.20 -1.46
H -1.103119 2.955466 -8.044324 0.22 0.12 -0.31
H -3.842644 0.758119 -3.171286 0.13 0.10 -1.22
H -2.793144 1.925242 -3.470243 -0.42 -0.17 -0.71
C -2.128712 -2.882809 -3.779666 0.32 2.03 -0.42
C -3.238724 -2.824774 -2.735867 0.07 0.63 -2.33
C -2.874557 -3.708579 -1.613837 1.12 -0.39 1.35
O -2.514980 -5.000419 -2.105871 0.09 0.39 0.39
C -2.752004 -6.066741 -1.204767 0.05 -0.50 -0.66
N -3.426685 -1.394576 -2.363362 0.07 -1.31 -0.15
H -2.009763 -3.817829 -4.289758 0.11 -0.59 0.09
H -1.204637 -2.535543 -3.305790 0.20 -0.45 -0.03
H -2.318334 -2.098754 -4.547123 -0.12 -0.55 0.34
H -4.098780 -3.225370 -3.291919 -0.34 0.30 0.61
H -3.696799 -3.792299 -0.931686 -0.71 -0.18 0.61
H -2.024466 -3.234383 -1.023070 -0.66 -0.63 -0.69
H -2.125967 -6.900768 -1.557150 -0.21 0.19 0.14
H -3.800299 -6.396187 -1.291084 0.18 0.16 0.36
H -2.468994 -5.867222 -0.164240 -0.14 0.26 -0.11
H -2.696893 -1.219505 -1.680179 -0.12 0.48 0.21
H -4.345047 -1.236278 -1.972377 0.02 -0.07 0.36
C -1.109359 -1.770896 1.161870 -0.05 0.49 -1.22
C 0.170218 -1.978045 0.380611 1.95 -0.87 0.35
C 0.519433 -0.805471 -0.533309 0.01 -1.62 0.20
O -0.600454 -0.667057 -1.388075 0.65 0.63 0.86
C -0.298460 0.012804 -2.597175 -1.72 -0.25 0.76
N 1.386391 -2.333731 1.264233 -1.07 1.22 -0.27
H -1.285505 -2.677529 1.717751 -0.72 -0.33 0.09
H -1.939930 -1.427822 0.465241 0.77 -0.75 1.01
H -0.941574 -0.994114 1.886538 0.03 0.56 0.43
H 0.103474 -2.826705 -0.312829 -0.27 0.06 0.26
H 1.398807 -1.087722 -1.139920 -0.14 0.23 0.34
H 0.752144 0.045454 0.101831 -0.12 0.67 -0.19
H -1.305918 0.016423 -3.010499 0.26 0.75 -0.81
H 0.328549 -0.590887 -3.182534 1.00 -0.72 -1.02
H 0.153180 0.985333 -2.456046 -0.12 0.40 0.11
H 1.508997 -1.614137 2.025698 -0.47 -1.14 -0.81
H 1.213764 -3.228705 1.740780 -0.01 0.73 -0.13
C -2.451832 2.029205 -0.630991 0.16 0.87 -0.54
O -1.893078 2.929439 -1.557563 0.19 0.27 -0.20
C -2.128418 4.288114 -1.199874 -0.98 -1.11 1.21
C -1.648633 5.059613 -2.370279 -1.55 -0.06 -2.42
N -1.609948 6.473649 -2.250628 1.13 1.21 1.32
C -0.413483 6.998768 -1.470604 -1.59 -0.31 -1.23
C -0.609320 8.468030 -1.280090 0.86 -0.46 0.57
O -0.686843 9.144149 -2.480029 0.37 -0.01 -1.15
C -0.917413 10.515745 -2.303721 -0.29 0.01 -1.13
H -2.320093 1.068534 -1.065048 -0.51 -0.98 -0.43
H -3.490083 2.354949 -0.473773 0.10 -0.65 0.42
H -1.836416 1.987138 0.252382 -0.06 0.32 0.94
H -1.540168 4.494934 -0.269498 -0.52 0.18 -0.41
H -3.262118 4.374626 -0.992204 1.64 0.40 -0.22
H -2.360975 4.872759 -3.228666 0.45 -0.13 0.90
H -0.743119 4.610186 -2.740501 0.96 -0.29 0.11
H -1.668488 6.894228 -3.181621 0.33 0.05 0.70
H 0.511198 6.773340 -1.981501 0.52 -0.06 -0.36
H -0.334984 6.590232 -0.461407 -0.36 -0.39 -0.14
H 0.248681 8.834829 -0.710961 0.04 0.26 0.38
H -1.517138 8.560503 -0.705511 -0.56 0.45 0.40
H -1.053958 10.963401 -3.315908 0.04 -0.29 0.82
H -0.106698 11.033620 -1.794220 0.23 -0.03 0.16
H -1.825247 10.581515 -1.729030 -0.55 0.67 0.31
C 0.827873 -5.395140 -1.103891 1.08 0.44 -0.07
O 1.286313 -4.247024 -1.804541 -0.43 -0.84 0.65
C 1.473198 -4.604280 -3.145633 -0.53 -0.54 -0.18
C 1.882227 -3.342543 -3.812259 -0.24 0.70 0.90
N 3.135941 -2.855102 -3.269375 0.45 0.19 -0.04
C 3.340247 -1.409623 -3.401999 -0.31 -0.23 0.35
C 3.211702 -0.856950 -4.801855 1.02 -0.20 -0.02
O 2.082768 -0.068554 -5.000470 -1.15 -0.63 1.05
C 1.801729 0.136110 -6.334027 0.39 -0.84 -1.28
H -0.144853 -5.685525 -1.477960 -0.24 -0.26 0.06
H 0.834933 -5.138446 -0.065961 -0.48 0.23 0.78
H 1.583329 -6.187147 -1.184168 -0.28 -0.24 -0.28
H 0.526201 -5.058708 -3.552914 0.63 0.62 0.09
H 2.240544 -5.386485 -3.227208 0.16 0.08 0.01
H 1.044214 -2.633019 -3.682694 0.20 0.00 -0.19
H 2.045303 -3.546469 -4.821499 -0.10 -0.13 -2.00
H 3.182788 -3.063296 -2.279081 0.07 0.00 0.02
H 4.315213 -1.160035 -3.001118 0.21 -0.14 0.11
H 2.615352 -0.899431 -2.785708 -0.36 0.59 0.28
H 3.282792 -1.704590 -5.481523 -0.19 -0.04 -0.47
H 4.026159 -0.176948 -5.013464 0.85 -0.09 -0.12
H 1.489063 -0.805238 -6.890686 0.46 0.81 0.65
H 2.685420 0.574809 -6.840634 -0.38 -0.11 -0.07
H 0.980706 0.809482 -6.357733 -0.70 0.70 -0.29
C -1.370297 6.649606 2.439332 0.97 -0.59 -0.29
O -0.063155 6.320211 1.912580 -1.06 0.58 -0.31
C 0.918809 7.102832 2.556758 -0.16 -0.62 0.16
C 2.260613 6.817736 1.966868 -0.06 -0.11 0.09
N 2.677254 5.438948 2.201131 0.79 -0.40 -1.51
C 3.718878 5.051664 1.158412 -0.73 -0.57 1.78
C 3.020544 4.677398 -0.110554 -0.41 0.18 0.77
O 2.475099 3.375099 0.149031 0.65 1.48 0.26
C 1.574341 2.979107 -0.809777 -1.09 -0.69 -0.75
H -1.641869 7.680612 2.169005 0.08 -0.15 0.33
H -1.318927 6.476826 3.532024 -0.44 0.31 -0.40
H -2.081230 5.969584 1.966403 0.06 0.03 0.16
H 0.847669 6.830686 3.598794 0.47 -0.03 0.74
H 0.755824 8.169633 2.503019 -0.50 0.53 -0.31
H 2.946484 7.451635 2.509746 0.47 0.40 -0.09
H 2.221118 7.150542 0.900715 0.20 -0.32 0.42
H 1.890647 4.831313 1.954077 0.13 0.21 0.32
H 4.248650 4.141930 1.487705 -0.22 0.28 0.13
H 4.485941 5.807041 1.080985 -0.04 0.52 -0.22
H 3.757296 4.628832 -0.884960 0.18 -0.05 -1.06
H 2.220469 5.441584 -0.303576 0.48 -0.80 -0.31
H 1.980915 2.872936 -1.812783 0.47 0.04 -0.23
H 0.677087 3.596363 -0.921936 0.05 0.34 0.33
H 1.245440 2.006997 -0.492240 -0.31 -0.55 -0.04
C -1.625185 -3.036623 9.645518 1.48 1.76 1.50
O -1.752390 -2.661392 8.293790 0.23 -0.59 0.68
C -3.039533 -2.974000 7.816344 -0.14 -0.66 -0.08
C -2.991824 -2.936317 6.308431 1.14 -0.08 0.21
N -2.680460 -1.583117 5.839335 0.25 0.21 0.11
C -2.226869 -1.465621 4.439257 -1.26 0.61 0.60
C -3.390223 -1.748320 3.478099 2.18 -1.22 -0.68
O -3.467636 -3.161777 3.303300 -0.30 0.03 0.03
C -4.523368 -3.575619 2.439792 1.25 -0.72 0.41
H -2.294279 -2.467710 10.355635 0.21 -0.42 -0.91
H -0.583623 -2.736987 9.976758 -1.05 -0.41 -0.50
H -1.735434 -4.091079 9.869878 -0.21 -0.42 -0.43
H -3.719932 -2.271645 8.265726 -0.71 0.39 0.01
H -3.326723 -4.001992 8.136925 0.11 0.46 -0.15
H -3.929114 -3.302230 5.899550 0.05 -0.01 -0.21
H -2.150549 -3.657829 6.100882 -0.74 0.32 -0.45
H -1.848984 -1.276257 6.339013 -0.37 -0.04 0.55
H -1.387494 -2.145377 4.337886 0.28 -0.12 -0.92
H -1.909491 -0.398873 4.335025 -0.05 -0.83 -0.17
H -3.199199 -1.330399 2.492477 -0.04 0.43 -0.10
H -4.291128 -1.374844 3.868827 -1.34 0.66 0.67
H -4.476100 -4.681104 2.533905 -0.36 0.62 -0.43
H -4.321184 -3.259661 1.395657 -0.27 -0.09 0.41
H -5.476942 -3.215162 2.809690 -0.35 0.14 -0.14
C 0.163041 3.009835 3.818619 -0.87 -0.87 -0.53
O 1.004233 1.969305 4.216869 0.89 -1.11 -0.45
C 1.746775 1.315185 3.145231 -1.15 0.41 0.97
C 2.487291 0.154674 3.782494 0.73 0.51 0.41
N 1.554383 -0.815608 4.311304 -0.45 -0.23 -1.43
C 2.118781 -1.842921 5.106505 0.76 -0.69 0.54
C 1.259139 -3.094329 5.296695 0.29 0.64 1.98
O 1.077488 -3.666796 4.067390 -0.80 0.02 -1.17
C 0.540758 -4.962007 4.058571 -1.28 0.58 -1.81
H 0.028143 3.553303 4.727522 -0.39 0.85 0.33
H -0.841192 2.663380 3.429334 0.82 0.08 0.38
H 0.603828 3.604465 3.034383 0.25 0.49 -0.18
H 2.355913 2.070485 2.650067 0.37 -0.16 -0.04
H 1.001164 0.947676 2.435576 0.05 -0.19 -0.27
H 3.196092 0.542183 4.548355 -0.47 0.14 0.04
H 3.190132 -0.314228 3.077968 -0.49 -0.12 -0.25
H 0.786162 -0.411372 4.800170 -0.40 0.78 0.14
H 2.430419 -1.421503 6.051328 -0.02 -0.13 0.99
H 3.057378 -2.155256 4.673877 0.32 -0.28 -0.53
H 0.336760 -2.833867 5.918937 0.47 -0.37 -1.09
H 1.801154 -3.836267 5.916240 0.07 0.47 0.19
H 0.410497 -5.200963 2.977227 0.35 -0.11 0.65
H -0.497108 -5.011331 4.433782 0.46 0.05 0.47
H 1.211430 -5.657152 4.505884 0.40 -0.75 0.61
```
Forces are in eV/Å.

Values from the calculation:
* HOMO level: -8.239 eV
* energy relative to the best compared isomer or geometry (same formula, charge and spin): 197.02 kJ/mol
* DFT total energy: -91697.61272 eV
* strongest force on any atom: 2.88 eV Å⁻¹
* LUMO energy: 0.0231 hartree
* Kohn-Sham gap: 8.87 eV
* spin multiplicity: 1